Entry 1:
ORCA calculation (wB97M-V/def2-TZVPD) on a cluster of 7 separate species, C19H21F5N2O15 in total.

```
! RIJCOSX wB97M-V def2-TZVPD def2/J DEFGRID3
* xyz 0 1
C -0.699 -2.924 -3.218
C -2.222 -2.762 -3.119
O -2.725 -4.036 -2.945
C -1.712 -4.938 -3.232
O -1.884 -6.112 -3.264
O -0.637 -4.286 -3.679
F -2.702 -2.222 -4.305
H -0.273 -2.764 -2.227
H -0.207 -2.260 -3.923
H -2.564 -2.128 -2.298
C 3.346 4.028 0.975
C 1.928 3.830 0.419
O 1.497 2.696 1.135
C 2.567 2.054 1.667
O 2.438 1.077 2.333
O 3.698 2.748 1.435
F 1.975 3.514 -0.918
H 3.260 4.820 1.725
H 4.032 4.325 0.183
H 1.245 4.661 0.572
C -1.679 1.956 -5.089
C -0.524 2.182 -4.070
O 0.222 1.001 -4.144
C -0.161 0.296 -5.244
O 0.518 -0.561 -5.712
O -1.373 0.671 -5.636
F -0.890 2.431 -2.789
H -1.575 2.712 -5.867
H -2.693 1.945 -4.695
H 0.095 3.002 -4.448
C 2.854 -4.245 0.704
C 3.047 -2.970 1.524
O 4.413 -2.950 1.821
C 4.905 -4.219 1.694
O 5.993 -4.522 2.051
O 4.013 -4.990 1.070
F 2.341 -3.030 2.682
H 2.913 -4.112 -0.372
H 1.916 -4.656 1.072
H 2.779 -2.063 0.995
C -3.466 2.742 4.937
C -3.387 4.104 4.241
O -2.837 3.766 2.983
C -2.268 2.516 3.041
O -1.569 2.027 2.236
O -2.602 1.929 4.200
F -2.551 4.971 4.876
H -4.518 2.469 4.811
H -3.118 2.733 5.966
H -4.348 4.605 4.170
C -0.153 -1.032 3.114
C -1.204 -2.055 2.956
N -2.009 -2.863 2.833
H -0.616 -0.054 3.015
H 0.510 -1.279 2.291
H 0.368 -1.146 4.059
C -0.852 0.330 -0.499
C -0.150 -0.917 -0.228
N 0.427 -1.905 -0.102
H -0.245 1.142 -0.108
H -1.861 0.277 -0.090
H -1.026 0.442 -1.567
*
```

As for the SMILES: O=C1OC[C@@H](F)O1.O=C1OC[C@@H](F)O1.O=C1OC[C@@H](F)O1.O=C1OC[C@@H](F)O1.O=C1OC[C@@H](F)O1.CC#N.CC#N. The relative energy (zero: lowest compared OMol25 entry of this formula, charge and spin) comes out at 0.262 eV. As for the HOMO energy: -10.9 eV. The calculation puts the calculated total energy at -67323.671 eV.

=====

Entry 2:
ORCA calculation (wB97M-V/def2-TZVPD) on a structure of composition C44H126Be2F3O42.

```
! RIJCOSX wB97M-V def2-TZVPD def2/J DEFGRID3
* xyz 1 1
Be 4.461 9.077 10.176
Be 5.471 5.473 10.601
C 2.603 6.542 12.635
O 1.520 7.459 12.670
O 3.525 6.932 11.577
C 3.200 6.421 14.094
F 2.346 5.856 14.937
F 4.271 5.650 14.129
F 3.530 7.571 14.631
C 0.199 6.909 12.975
C -0.755 8.119 12.666
H -1.758 7.703 12.751
H -0.595 9.066 13.182
H -0.758 8.405 11.614
H 0.093 6.566 14.004
H -0.046 6.068 12.326
H 2.122 5.610 12.335
C 7.289 8.047 12.356
O 6.539 7.783 11.192
H 7.083 9.058 12.706
H 6.980 7.441 13.208
H 8.361 7.849 12.346
C 5.059 7.108 7.140
O 4.790 6.885 8.464
H 5.199 8.141 6.823
H 5.928 6.564 6.770
H 4.301 6.637 6.514
C -2.654 9.258 7.547
C -3.455 10.169 6.630
O -2.652 11.026 5.877
O -1.870 8.328 6.786
H -3.380 8.890 8.272
H -1.930 9.819 8.137
H -4.104 10.830 7.205
H -4.114 9.656 5.930
H -2.155 10.499 5.248
H -1.215 8.006 7.411
C 0.794 8.927 15.938
C 0.983 7.926 17.109
O 0.181 8.052 18.263
O 1.265 10.210 16.053
H -0.247 8.899 15.616
H 1.246 8.468 15.058
H 1.995 8.072 17.487
H 1.012 6.912 16.711
H 0.388 8.836 18.778
H 2.151 10.096 16.404
C 4.777 11.316 12.799
C 3.808 10.179 13.063
O 2.897 9.963 11.998
O 5.417 11.070 11.504
H 5.626 11.300 13.481
H 4.331 12.306 12.892
H 3.222 10.443 13.943
H 4.256 9.195 13.200
H 2.298 9.274 12.295
H 6.063 11.725 11.230
C -4.041 6.789 14.381
C -3.889 6.692 15.869
O -2.582 7.126 16.298
O -3.346 5.721 13.702
H -3.847 7.794 14.008
H -5.074 6.746 14.035
H -4.087 5.644 16.092
H -4.638 7.301 16.377
H -1.920 6.540 15.924
H -3.911 4.974 13.912
C 2.067 0.864 14.355
C 1.475 1.443 13.093
O 2.398 1.867 12.156
O 3.089 -0.133 14.141
H 1.275 0.479 14.997
H 2.577 1.599 14.979
H 0.995 2.324 13.522
H 0.844 0.685 12.629
H 2.526 1.156 11.524
H 3.851 0.064 14.691
C 5.142 2.871 8.397
C 3.781 2.909 9.143
O 3.477 4.256 9.323
O 6.206 3.322 9.197
H 5.172 3.372 7.430
H 5.328 1.838 8.103
H 3.744 2.353 10.080
H 2.990 2.438 8.560
H 2.967 4.603 8.587
H 6.976 2.766 9.062
C -5.019 10.560 12.188
C -4.160 10.739 10.943
O -3.069 9.846 10.791
O -5.822 9.369 12.203
H -5.684 11.416 12.305
H -4.258 10.631 12.966
H -3.840 11.778 10.859
H -4.878 10.620 10.132
H -3.423 8.956 10.855
H -6.349 9.245 12.996
C 7.610 9.043 16.221
C 6.218 8.388 15.967
O 5.390 8.175 17.081
O 7.394 10.257 17.011
H 8.123 9.252 15.282
H 8.200 8.297 16.753
H 6.215 7.444 15.422
H 5.716 9.049 15.260
H 5.939 7.710 17.717
H 7.512 10.888 16.296
C -2.463 10.702 16.992
C -2.346 11.086 15.470
O -3.485 11.685 14.978
O -3.367 9.648 17.281
H -2.756 11.566 17.588
H -1.481 10.358 17.316
H -2.251 10.180 14.872
H -1.478 11.741 15.406
H -4.178 11.221 15.455
H -3.033 8.796 16.990
C 1.003 12.778 12.817
C -0.539 13.117 12.880
O -0.851 14.307 12.226
O 1.469 12.384 11.573
H 1.286 12.072 13.597
H 1.463 13.727 13.092
H -0.886 13.149 13.913
H -1.026 12.218 12.501
H -1.250 14.123 11.372
H 1.966 11.563 11.604
C 0.159 7.437 8.821
C 0.946 8.727 8.677
O 2.338 8.491 8.878
O 0.304 6.593 7.663
H -0.879 7.640 9.085
H 0.511 6.797 9.631
H 0.615 9.473 9.400
H 0.824 9.168 7.688
H 2.539 7.740 8.314
H 0.229 5.671 7.918
C 0.005 3.572 16.149
C 1.045 3.513 17.248
O 0.739 2.447 18.157
O -1.233 3.939 16.781
H -0.049 2.611 15.637
H 0.269 4.288 15.371
H 1.023 4.454 17.798
H 2.080 3.421 16.921
H 1.381 2.553 18.863
H -1.518 3.177 17.290
C -0.803 12.427 9.079
C -1.869 13.502 8.647
O -2.236 14.309 9.672
O 0.499 12.882 9.013
H -0.729 11.583 8.393
H -1.017 12.064 10.084
H -2.758 12.923 8.398
H -1.558 14.020 7.740
H -3.167 14.442 9.478
H 0.814 13.293 9.822
C -0.076 3.645 10.145
C -1.570 3.802 10.542
O -2.397 3.049 9.598
O -0.005 4.010 8.795
H 0.150 2.580 10.189
H 0.612 4.212 10.773
H -1.779 4.868 10.444
H -1.737 3.423 11.551
H -2.366 3.521 8.762
H -0.144 3.154 8.384
C 5.207 3.193 17.094
C 5.629 4.638 17.179
O 4.619 5.351 17.903
O 5.250 2.524 18.360
H 5.786 2.647 16.349
H 4.206 3.113 16.669
H 5.862 5.114 16.226
H 6.568 4.638 17.732
H 4.400 6.200 17.512
H 6.173 2.502 18.623
C 10.197 5.588 17.177
C 9.213 4.687 16.352
O 8.977 3.452 17.052
O 9.628 5.987 18.467
H 10.497 6.490 16.643
H 11.167 5.112 17.322
H 9.597 4.449 15.360
H 8.224 5.145 16.348
H 8.712 2.829 16.371
H 9.739 5.133 18.891
C 4.163 11.637 17.089
C 3.125 12.784 16.986
O 2.897 13.217 15.648
O 3.729 10.349 16.878
H 4.658 11.606 18.060
H 4.795 11.867 16.232
H 3.482 13.681 17.492
H 2.258 12.610 17.624
H 1.960 13.427 15.643
H 4.496 9.773 16.882
C 5.475 2.579 12.476
C 6.659 3.476 13.006
O 7.180 4.368 12.038
O 4.441 3.508 12.063
H 5.181 1.988 13.343
H 5.762 1.913 11.663
H 7.481 2.863 13.375
H 6.334 4.092 13.845
H 7.901 3.893 11.619
H 3.625 3.003 12.041
C -4.687 6.236 10.015
C -6.171 6.654 10.332
O -6.471 7.984 9.948
O -3.780 6.957 10.729
H -4.454 6.257 8.950
H -4.654 5.159 10.179
H -6.359 6.353 11.362
H -6.950 6.082 9.828
H -6.124 8.617 10.581
H -3.720 6.586 11.613
*
```

As for the HOMO energy: -10.7 eV. The calculation puts the calculated total energy at -142596.733 eV.

=====

Entry 3:
ORCA calculation (wB97M-V/def2-TZVPD) on a cluster of 2 separate species, C10H16O in total.

```
! RIJCOSX wB97M-V def2-TZVPD def2/J DEFGRID3
* xyz 0 1
C 0.911 -2.373 1.288
C -1.791 0.327 1.534
C -1.179 -0.944 1.449
C -0.998 1.420 1.808
C 0.190 -1.087 1.566
C 0.387 1.269 2.100
C 0.952 0.045 1.902
O -1.635 2.611 2.055
H -2.843 0.549 1.449
H -1.874 -1.776 1.450
H -0.971 3.264 2.254
H 0.846 2.162 2.501
H 1.137 -2.507 0.221
H 0.280 -3.242 1.491
H 2.015 -0.101 2.059
H 1.873 -2.412 1.795
C 0.237 0.189 -1.822
C -0.765 1.103 -2.541
C 1.179 -0.533 -2.794
H 0.855 0.704 -1.090
H -0.355 -0.553 -1.280
H -1.212 0.653 -3.429
H 2.038 0.130 -2.976
H 1.692 -1.426 -2.430
H -0.234 1.938 -3.014
H -1.491 1.358 -1.774
H 0.756 -0.769 -3.771
*
```

As for the SMILES: Cc1ccc(O)cc1.CCC. The relative energy (zero: lowest compared OMol25 entry of this formula, charge and spin) comes out at 1.160 eV. As for the HOMO energy: -8.4 eV. The calculation puts the calculated total energy at -12676.565 eV.